The following is a DFT calculation (ωB97M-V/def2-TZVPD) of a molecular structure, C3H4BrN3O3 at a distorted geometry.

Its energy above the lowest of the compared OMol25 structures with the same formula, charge and spin is 15.20 kcal per mole. Its total energy is -3080.68090 Eh. The value obtained for the HOMO-LUMO gap is 8.93 eV.

Geometry (Å):
C1 0.8711 0.6316 0.3918
C2 0.5711 -1.6274 0.0424
C3 -0.0377 0.3784 -0.7865
N1 1.0742 -0.6675 0.9476
N2 0.0615 -0.9743 -1.0263
N3 -1.6752 0.7364 0.2381
O1 1.3058 1.7141 0.7328
O2 0.7123 -2.8097 0.1019
O3 -0.2056 1.2205 -1.8101
Br1 -2.8287 -0.6958 0.3975
H1 1.5406 -0.7931 1.8242
H2 -0.0452 -1.3494 -2.0130
H3 -1.9115 1.4153 -0.4405
H4 -0.2466 2.0816 -1.4150

Here are the Mulliken charges for atoms 1 to 5, given in e:
1 C 0.359
2 C 0.116
3 C 0.683
4 N 0.022
5 N -0.094